Record 1
Molecular formula: C9H10ClNO3
Method: DFT, ωB97M-V/def2-TZVPD

CARTESIAN COORDINATES (ANGSTROEM)
C: 1.9481 -2.3810 0.7833
C: 1.3141 -2.4294 -0.4723
C: 1.5622 -1.3998 1.6792
C: 0.4374 -1.3888 -0.8344
C: 0.6863 -0.3351 1.3213
C: 0.2569 -0.3106 0.0235
C: -1.0020 1.1661 -1.7255
C: 0.4827 2.2465 0.0818
C: -0.3174 0.9891 -0.3642
N: -2.7405 0.2732 0.7028
O: -3.7493 0.7180 1.1668
O: -2.5600 -0.7569 0.1825
O: -1.7294 1.1447 0.7077
Cl: 1.8064 2.4947 -1.0851
H: 2.6415 -3.2822 0.9164
H: 1.4974 -3.1527 -1.1972
H: 2.0233 -1.6816 2.6638
H: -0.0218 -1.2497 -1.7508
H: 0.3151 0.4261 1.9861
H: -1.7583 2.0346 -1.5243
H: -0.2590 1.4611 -2.4466
H: -1.6511 0.2200 -1.9049
H: 0.9543 2.0900 1.0200
H: -0.1373 3.1040 0.0700

Forces on the atoms, in the same order (eV/Å):
-0.4 -1.8 -2.2
-1.0 2.5 0.7
0.6 -0.6 1.6
1.6 0.3 1.8
1.8 -2.2 1.0
0.2 0.4 0.0
-2.4 -0.1 2.0
-0.4 -1.6 -0.9
-2.8 0.4 0.0
0.1 2.5 -0.2
-0.7 -0.1 0.7
0.2 -3.3 -1.2
2.4 1.7 -0.2
0.1 0.0 -0.1
-0.9 1.8 0.7
0.4 -1.4 -0.9
-0.9 1.4 -0.5
-0.6 -0.5 -2.0
0.4 -0.1 0.4
1.4 -1.4 -0.8
-0.1 -0.3 -0.6
1.4 1.7 -0.3
0.2 0.0 0.8
-0.6 0.8 0.0

Summary:
calculated total energy: -1089.42115 Eh
multiplicity: 1



Record 2
Molecular formula: C9H10F2
Method: DFT, ωB97M-V/def2-TZVPD

CARTESIAN COORDINATES (ANGSTROEM)
F: -1.5133 1.1391 1.2558
C: -1.5937 0.2784 0.2058
C: -0.7317 -0.7340 0.0783
C: -1.0307 -1.7807 -0.8617
C: -0.3655 -2.9072 -0.7520
C: 0.6973 -3.2007 0.2305
C: 1.1621 -2.2009 1.0302
C: 0.4501 -0.9043 1.0240
H: -2.6549 0.3131 -0.1570
H: -1.8230 -1.8157 -1.6167
H: -0.5824 -3.8036 -1.4336
H: 1.1278 -4.1909 0.1150
H: 2.0430 -2.4351 1.6465
H: 0.0057 -0.8079 1.9646
H: 1.2193 -0.0107 0.9683
C: 1.3049 3.5528 -0.7477
C: 0.0250 3.9590 -0.5210
F: -0.2700 4.9381 0.3163
H: 1.2994 2.9327 -1.5393
H: 2.1022 4.0729 -0.2535
H: -0.8717 3.6055 -0.9529

Forces on the atoms, in the same order (eV/Å):
0.6 0.2 -0.2
-1.7 -0.4 0.9
-0.2 0.8 -0.1
-0.5 -0.3 -0.7
0.8 -3.5 -0.6
0.3 1.5 -0.2
-0.2 -2.6 -1.4
1.7 2.1 -0.9
1.4 -0.1 -0.3
0.2 0.9 0.4
0.1 1.6 0.9
0.2 0.2 0.5
-0.6 0.7 -0.1
-0.5 0.5 1.9
-1.5 -1.6 -0.1
-3.7 3.0 2.3
2.9 -0.4 0.0
-0.1 0.7 0.9
1.1 -2.4 -2.3
0.4 -0.2 -0.1
-0.6 -0.7 -0.7

Summary:
calculated total energy: -548.54365 Eh
multiplicity: 1
SMILES string: F/C=C1/C=CC=CC1.C=CF



Record 3
Molecular formula: C9H10F2
Method: DFT, ωB97M-V/def2-TZVPD

CARTESIAN COORDINATES (ANGSTROEM)
C: 0.7871 2.4804 1.9332
C: 0.5367 1.3726 0.9610
C: -0.1287 0.1757 1.1839
C: -0.4955 -0.7678 0.1326
C: -1.3532 -0.2122 -0.9785
C: 0.0286 -0.5891 -1.3359
C: 0.3815 -1.6083 -2.2659
C: 1.0117 0.7505 -1.4008
F: 1.6847 0.8405 -2.5528
C: 1.1230 1.5597 -0.3387
F: 1.7952 2.7850 -0.4164
H: -0.0058 2.5214 2.7684
H: 0.7816 3.5249 1.4829
H: 1.7589 2.3803 2.3543
H: -0.4826 -0.1102 2.1448
H: -0.7829 -1.7194 0.5286
H: -2.0456 -0.8900 -1.3647
H: -1.8683 0.7726 -0.8964
H: 0.4158 -2.5979 -1.7816
H: 1.3669 -1.6059 -2.8132
H: -0.1820 -1.6671 -3.2944

Forces on the atoms, in the same order (eV/Å):
-2.0 1.5 1.0
-1.4 -2.2 0.1
1.4 2.3 -0.6
-0.1 0.6 -0.7
-0.9 0.6 0.3
2.0 6.0 1.8
1.0 -3.4 -4.3
-1.7 -2.9 0.7
-0.1 0.5 0.3
0.5 1.5 -1.1
-0.1 -1.4 -0.6
1.3 -0.4 -1.2
-0.2 -1.5 0.2
0.8 -0.1 0.6
-0.2 0.2 0.8
0.1 -0.7 -0.3
-1.1 -1.3 -0.5
1.3 -0.4 -0.1
-0.5 0.2 -0.4
-0.3 0.8 1.5
-0.1 0.1 2.3

Summary:
calculated total energy: -548.55883 Eh
multiplicity: 1
SMILES string: CC1=C[C@H]2C[C@@]2(C)C(F)=C1F



Record 4
Molecular formula: C9H10F3MnN
Method: DFT, ωB97M-V/def2-TZVPD

CARTESIAN COORDINATES (ANGSTROEM)
C: -1.7032 -1.1598 -0.3350
C: -0.7020 -1.0896 -1.3420
C: -0.7493 0.2072 -1.9343
C: -1.7738 0.9439 -1.2793
C: -2.3596 0.1034 -0.2850
Mn: -0.1505 0.4803 0.4319
C: 2.1279 -0.3784 0.1073
C: 1.6375 -1.2705 0.9766
C: 1.3748 -2.3108 1.7411
N: -0.3158 0.2428 2.1168
H: -0.1042 0.5738 -2.7355
H: -0.0191 -1.8978 -1.6142
H: -2.0512 1.9798 -1.4801
H: -3.1620 0.3815 0.3999
H: -1.9085 -2.0149 0.3104
H: 2.0638 -0.5467 -0.9749
H: -0.5036 -0.0569 3.0814
H: 2.6873 0.4989 0.4509
H: 2.1311 -3.1009 1.8505
H: 0.4255 -2.4177 2.2721
F: 1.8555 2.8395 0.3569
C: 0.7896 2.2953 -0.3337
F: -0.3174 3.0885 -0.1046
F: 0.7273 2.6091 -1.6772

Forces on the atoms, in the same order (eV/Å):
0.1 0.0 -0.3
-0.5 -0.2 -0.1
0.1 -0.3 0.5
-0.6 -0.4 0.2
-0.2 0.1 -0.7
0.4 0.8 -1.6
0.3 -1.0 0.6
0.9 -0.1 -0.5
0.0 0.3 -0.2
-0.8 -0.7 1.5
-0.3 -0.1 0.4
-0.2 0.3 0.1
0.2 -0.5 0.1
0.4 -0.1 -0.2
0.1 0.4 -0.2
-0.1 0.1 0.5
0.6 0.7 -0.5
-0.3 -0.4 -0.1
-0.3 0.4 -0.1
0.4 0.2 -0.3
-0.3 0.6 -1.4
-2.6 -0.8 0.6
-0.6 1.3 2.8
3.2 -0.5 -1.2

Summary:
calculated total energy: -1854.12967 Eh
multiplicity: 5
charge: -1



Record 5
Molecular formula: C9H10I2Si
Method: DFT, ωB97M-V/def2-TZVPD

CARTESIAN COORDINATES (ANGSTROEM)
C: 1.0836 -2.2836 -0.5374
C: 1.9519 -1.2637 -0.6755
C: 2.5571 -0.6859 0.5159
Si: 1.4113 1.1448 0.8805
I: 1.4201 1.6191 3.2655
I: 2.4327 2.9880 -0.3873
C: -0.3471 0.8636 0.3161
C: -0.7454 1.2927 -0.9413
C: -2.0175 1.0245 -1.4269
C: -2.9998 0.5052 -0.6337
C: -2.5939 -0.0092 0.6362
C: -1.2863 0.1327 1.0772
H: 0.5482 -2.8470 -1.2784
H: 0.9241 -2.8342 0.4503
H: 2.4017 -0.7926 -1.6077
H: 3.5210 -0.3602 0.7269
H: 2.3769 -1.2434 1.3824
H: -0.2159 1.7869 -1.7307
H: -2.2540 1.3526 -2.3700
H: -4.0600 0.4998 -1.0917
H: -3.2282 -0.6399 1.3317
H: -0.8805 -0.2500 2.0978

Forces on the atoms, in the same order (eV/Å):
0.4 -0.8 1.0
1.1 -0.5 -0.9
-2.9 2.8 1.2
1.0 -2.1 -0.6
0.1 0.0 0.1
-0.1 -0.2 0.2
0.1 0.3 -0.3
-0.7 -0.6 -0.7
0.1 0.1 2.0
-1.3 -1.0 0.5
-0.9 -1.0 0.6
1.4 0.2 1.2
0.1 0.4 -0.9
0.3 1.5 -1.0
-1.5 -0.9 0.7
2.2 0.6 -1.1
-0.9 -1.1 1.4
1.3 0.4 0.5
-0.5 0.7 -2.2
1.7 -0.4 1.3
0.3 1.1 -1.2
-1.3 0.5 -1.8

Summary:
calculated total energy: -1233.83625 Eh
multiplicity: 1
SMILES string: C=CC[Si](I)(I)c1ccccc1



Record 6
Molecular formula: C9H10IO3
Method: DFT, ωB97M-V/def2-TZVPD

CARTESIAN COORDINATES (ANGSTROEM)
C: 1.4093 -0.7706 0.0841
C: 1.6011 -2.0994 -0.1245
C: 0.4340 -0.4208 1.1198
C: 2.2463 0.1121 -0.6632
C: -0.9030 -1.1789 0.9090
C: -1.3610 -0.3897 -1.4315
C: -1.8896 -0.2982 0.0135
C: 2.1796 1.5944 -0.3084
C: -1.8299 1.1039 0.5681
O: 1.5502 -3.2928 -0.2163
O: 0.7591 0.2929 2.0492
O: 3.0160 -0.2877 -1.5497
I: -3.0827 0.0159 -2.7858
H: -0.5573 -2.1781 0.5862
H: -1.2348 -1.2162 1.9297
H: -0.5263 0.1504 -1.6737
H: -2.9286 -0.8548 -0.0405
H: 1.2049 2.0168 -0.3569
H: 2.9778 2.0559 -0.9038
H: 2.3231 1.7237 0.7903
H: -1.9331 0.9712 1.5885
H: -2.6124 1.6019 0.1238
H: -0.8428 1.3480 0.2919

Forces on the atoms, in the same order (eV/Å):
1.4 -2.4 -0.8
-1.6 -3.3 -0.4
-0.9 -0.9 0.5
1.4 1.1 -1.1
1.2 1.4 0.8
-2.9 -3.0 0.9
0.1 -2.8 -2.1
1.3 -0.8 1.0
0.0 -2.6 -0.3
0.9 4.7 0.3
-0.6 0.0 -0.4
-0.9 0.3 1.1
0.6 0.3 0.2
-1.1 0.5 -0.3
-0.8 -0.3 0.6
1.8 2.1 -0.8
1.9 1.3 0.7
-0.9 0.4 -1.0
-0.6 0.3 0.2
0.6 -0.3 -0.7
-0.3 0.7 2.5
-1.4 1.8 -0.9
0.8 1.4 -0.1

Summary:
calculated total energy: -872.26254 Eh
multiplicity: 1
charge: -1



Record 7
Molecular formula: C9H10N2O
Method: DFT, ωB97M-V/def2-TZVPD

CARTESIAN COORDINATES (ANGSTROEM)
C: -2.3970 -2.0237 -0.1525
C: -1.8165 -0.9074 0.6464
N: -2.5195 -0.2486 1.5547
N: -1.8572 0.8453 1.8329
C: -0.6767 0.9583 1.1629
C: -0.5488 -0.1817 0.3511
C: 0.6435 -0.3440 -0.5407
C: 2.1614 -0.1675 -0.1474
O: 3.0868 -1.0380 -0.8077
C: 1.3737 0.9399 -0.8833
C: 0.9751 2.1272 -0.1079
C: 0.1094 2.1121 0.9659
H: -3.5172 -1.7914 -0.2345
H: -2.3083 -3.1557 0.2970
H: -1.9266 -2.0462 -1.1504
H: -2.0961 1.1627 2.7529
H: 0.4975 -1.1118 -1.2557
H: 2.3558 0.1575 0.8740
H: 4.0878 -0.7167 -1.0012
H: 1.5158 1.2456 -1.9376
H: 1.3575 3.1629 -0.4997
H: -0.1668 2.8981 1.6214

Forces on the atoms, in the same order (eV/Å):
-1.3 -2.3 0.7
1.8 0.8 -0.9
-0.3 -2.0 -1.2
0.5 1.0 0.9
0.1 -2.6 -0.9
-1.2 0.2 1.8
0.1 -0.2 1.4
-0.9 0.5 -0.9
1.8 1.0 -0.3
0.0 0.7 -1.1
-0.3 2.6 1.0
1.5 -0.1 -1.5
1.6 -0.6 -0.1
-0.1 2.9 -0.9
-0.4 0.0 0.4
0.2 1.0 0.0
0.2 -0.4 -1.0
0.3 -0.5 -0.1
-3.9 -0.3 1.1
0.4 -0.8 0.5
-0.5 -2.1 1.0
0.2 1.3 0.0

Summary:
calculated total energy: -533.58810 Eh
multiplicity: 1
SMILES string: Cc1n[nH]c2c1[C@@H]1[C@@H](O)[C@@H]1C=C2



Record 8
Molecular formula: C9H10N2O2S
Method: DFT, ωB97M-V/def2-TZVPD

CARTESIAN COORDINATES (ANGSTROEM)
C: -2.1672 0.6891 -0.1923
C: -1.1233 1.4444 -0.6912
C: -2.0572 -0.6351 0.2910
C: 0.1108 1.0175 -0.2448
C: -0.8433 -1.0439 0.7817
C: 0.3007 -0.1743 0.5297
C: 2.5982 -0.5592 -1.1859
C: -4.2555 0.6515 2.4579
C: 1.5805 -0.5923 0.8805
N: 1.8459 -1.3088 -1.9306
N: 3.8713 -0.5577 -1.4611
O: -3.8865 -0.1816 3.1459
O: -4.6291 1.4805 1.7765
S: 2.5647 0.3198 1.8553
H: -3.1848 0.8060 -0.5596
H: -1.3099 2.3935 -1.0311
H: -2.9001 -1.2037 0.4602
H: 0.9395 1.6041 -0.6026
H: -0.7514 -1.9018 1.4850
H: 0.9382 -1.3627 -1.4708
H: 1.8265 -1.6971 -2.9234
H: 4.3649 0.1386 -0.9613
H: 4.2609 -0.7979 -2.3349
H: 1.9063 1.4709 1.9258

Forces on the atoms, in the same order (eV/Å):
-2.2 -2.2 -2.4
-0.2 -2.4 3.2
2.1 2.5 0.9
0.4 -0.5 -0.1
1.6 0.8 0.5
-2.9 0.6 -1.4
-0.3 -0.5 1.0
0.3 -0.4 0.4
2.7 -1.4 0.0
-3.3 -1.2 -1.7
1.0 1.3 0.6
0.6 -1.5 1.2
-0.9 2.0 -1.6
0.3 -0.5 0.4
0.0 1.0 0.2
-0.1 2.0 -1.4
-1.8 -1.1 0.2
0.7 -0.2 0.4
0.2 0.5 -1.1
-0.2 -0.3 -0.7
0.9 0.8 1.9
0.9 0.5 0.4
0.4 -0.6 -1.1
-0.3 1.0 0.1

Summary:
calculated total energy: -1006.98280 Eh
multiplicity: 1



Record 9
Molecular formula: C9H10N2O2S2
Method: DFT, ωB97M-V/def2-TZVPD

CARTESIAN COORDINATES (ANGSTROEM)
C: 0.2108 -0.2771 0.4128
C: 1.2868 0.1955 1.1096
C: 0.7687 1.3296 -0.9686
C: 1.4148 3.9008 -3.2763
C: -3.1771 1.1299 -0.6144
C: 0.2492 3.5368 -4.1493
C: 0.7548 2.1899 -2.0604
C: -0.5158 -4.4381 4.3470
C: 0.1845 -4.9523 3.1652
N: -0.0674 0.3531 -0.7356
N: 1.6222 3.1831 -2.2364
O: -3.8149 0.3358 -1.1359
O: -2.5702 1.9336 -0.0718
S: 2.0100 1.5220 0.2909
S: -0.4961 2.0917 -3.3193
H: -0.4092 -1.1026 0.7134
H: 1.6800 -0.1505 2.0428
H: 2.0562 4.7309 -3.5118
H: -0.4870 4.3396 -4.2214
H: 0.5614 3.2576 -5.1588
H: -1.2710 -5.1421 4.6963
H: 0.1773 -4.2133 5.1549
H: -1.0518 -3.5094 4.1083
H: 1.2300 -4.7644 3.0191
H: -0.3462 -5.4799 2.3999

Forces on the atoms, in the same order (eV/Å):
0.4 -0.2 0.6
0.0 0.2 -0.2
1.0 -0.1 1.3
-0.4 0.0 -0.4
0.0 0.1 0.1
-0.2 -0.3 0.1
-1.2 -0.1 -1.2
-0.2 0.2 0.1
0.2 -0.1 -0.1
-0.5 0.2 -0.9
1.0 0.4 0.6
-0.9 -1.2 -0.9
0.9 1.2 0.8
-0.7 -0.4 -0.4
0.4 0.1 0.2
-0.1 -0.2 0.1
0.1 -0.1 0.2
0.2 0.2 0.0
0.1 0.1 0.0
0.0 0.1 0.0
0.0 0.0 0.1
0.0 0.0 0.1
0.0 0.0 0.1
0.3 0.0 -0.1
-0.2 -0.2 -0.3

Summary:
calculated total energy: -1405.24225 Eh
multiplicity: 1



Record 10
Molecular formula: C9H10N2O3
Method: DFT, ωB97M-V/def2-TZVPD

CARTESIAN COORDINATES (ANGSTROEM)
C: -0.5621 2.7341 -1.4183
C: 0.7272 2.3313 -1.3119
C: -1.5764 1.9140 -0.8364
C: 1.0863 1.2211 -0.5908
C: -1.2208 0.7869 -0.1142
C: 0.1623 0.4243 0.0303
C: 0.1739 -0.8499 2.0258
C: -0.0430 -1.9209 -0.3789
C: 0.6088 -0.8909 0.5595
N: -1.1507 -0.9707 2.3706
N: 0.7229 -2.1188 -1.4306
O: 0.9979 -0.3463 2.7404
O: -1.0980 -2.4661 -0.1393
O: 1.9596 -1.1052 0.5215
H: -0.9324 3.6023 -1.9434
H: 1.3602 2.8019 -2.0147
H: -2.6843 2.2596 -0.9523
H: 2.1060 0.9455 -0.4735
H: -1.9092 0.1627 0.2853
H: -1.6302 -1.5956 1.7165
H: -1.4199 -1.3298 3.2803
H: 1.6165 -1.7680 -1.3415
H: 0.4638 -2.8272 -2.0196
H: 2.2415 -0.9942 1.4351

Forces on the atoms, in the same order (eV/Å):
-6.9 0.8 0.3
4.8 -2.4 0.4
-1.4 -0.1 0.3
1.3 2.3 -1.0
-1.3 3.0 -2.0
1.3 -0.5 0.4
-1.2 1.0 0.2
-0.1 0.0 1.8
-2.0 -0.5 -0.3
-0.6 -1.9 -0.9
-1.1 0.7 0.4
1.2 -0.4 1.6
-0.9 -0.2 -0.1
1.1 0.0 -0.2
0.5 0.2 0.0
1.4 0.3 -0.2
2.2 -1.0 0.3
0.7 -0.1 -0.3
-2.3 -1.5 1.1
0.1 0.4 -0.3
0.7 0.7 0.4
2.2 0.5 -0.4
-0.4 -1.9 -1.9
0.4 0.3 0.4

Summary:
calculated total energy: -684.04318 Eh
multiplicity: 3